Molecular formula: C24H62O19
Method: DFT, ωB97M-V/def2-TZVPD

Calculated values
LUMO energy	0.5922	eV
orbital gap	10.010	eV
energy above the lowest of the compared OMol25 structures with the same formula, charge and spin	0.00	kcal/mol
F_max	3.2	eV/Å
SMILES string	CCOC(=O)OC.CCOC(=O)OC.CCOC(=O)OC.O=C1CCCO1.CO.CO.CO.CO.CO.CO.CO.CO
HOMO	-9.418	eV

Geometry as XYZ:
```
105
Properties=species:S:1:pos:R:3:forces:R:3:mulliken_charge:R:1
C -2.723 -2.775 -2.049 1.12 0.42 -0.23 0.151
O -1.840 -3.323 -1.036 0.61 0.25 -2.64 -0.566
H -2.296 -1.803 -2.417 0.07 -1.13 -0.24 -0.108
H -2.883 -3.547 -2.854 -0.03 1.08 0.70 0.356
H -3.616 -2.404 -1.566 -0.58 -0.52 -0.17 -0.235
H -2.402 -3.414 -0.314 -1.19 -0.27 2.26 0.345
C 1.677 -0.682 5.394 -0.91 -0.72 -1.63 -0.335
O 2.378 0.381 4.809 -0.79 1.30 -0.94 -0.522
H 0.556 -0.524 5.348 1.24 -0.33 0.32 0.102
H 1.957 -1.632 4.891 -0.53 0.34 -0.17 0.106
H 2.060 -0.833 6.357 0.02 0.07 1.84 0.312
H 1.712 0.974 4.379 0.83 -0.51 0.50 0.361
C 0.257 -0.937 -0.536 -0.81 -1.24 1.61 0.185
O -0.552 0.184 -0.922 0.79 -0.42 0.50 0.145
H 1.196 -1.059 -1.067 -0.03 0.36 -0.42 -0.275
H 0.519 -0.875 0.541 -0.20 0.42 -0.45 0.254
H -0.353 -1.878 -0.586 0.63 0.82 -0.24 0.001
H -0.554 0.085 -1.878 -0.15 0.52 -0.81 -0.041
C -2.262 2.920 1.122 -0.65 -0.24 0.51 -0.545
O -1.453 1.781 1.428 -0.21 0.50 0.69 0.064
H -1.669 3.801 0.775 -0.45 -0.65 0.17 0.282
H -3.073 2.651 0.400 0.80 0.43 0.33 0.076
H -2.822 3.193 2.080 0.93 -0.26 -1.16 0.249
H -0.994 1.369 0.680 -0.42 0.22 -0.44 0.047
C 1.013 0.760 -4.128 0.29 0.27 0.01 -0.519
O 0.104 -0.232 -3.684 -0.34 -0.67 0.27 -0.610
H 2.028 0.333 -4.224 -0.35 0.50 0.25 0.154
H 0.716 1.177 -5.094 -0.14 -0.41 -0.16 0.294
H 0.968 1.634 -3.456 0.44 -0.43 0.11 0.199
H 0.601 -1.046 -3.422 0.05 0.96 -0.44 0.339
C -0.653 3.176 4.674 -1.17 1.95 0.52 -0.763
O 0.038 2.292 3.903 0.99 -1.62 -1.25 -0.345
H -0.034 3.912 5.201 0.46 -0.39 -0.27 0.280
H -1.307 3.804 4.016 -0.05 -0.48 0.75 0.229
H -1.181 2.638 5.452 -0.73 0.15 0.26 0.293
H -0.628 1.840 3.344 0.68 0.24 -0.19 0.259
C 0.875 -3.358 -2.965 -1.35 -0.41 -2.07 -0.559
O 1.798 -2.291 -3.074 1.15 -0.22 -0.43 -0.430
H -0.098 -3.003 -3.403 0.57 -0.18 0.73 0.140
H 1.093 -4.217 -3.638 0.38 0.41 0.67 0.456
H 0.712 -3.678 -1.954 0.10 -0.08 0.48 0.198
H 2.588 -2.544 -3.600 -0.83 0.21 0.70 0.266
C 4.021 5.529 -3.356 -1.14 1.41 2.38 -0.672
O 2.955 4.962 -2.508 1.05 0.91 -0.56 -0.452
H 4.980 5.206 -3.043 0.97 -0.55 0.56 0.281
H 3.854 5.174 -4.308 -0.43 -0.52 -2.20 0.237
H 4.060 6.654 -3.319 -0.39 -1.05 -0.18 0.319
H 2.711 5.660 -1.891 -0.05 -0.22 0.01 0.273
O 4.188 0.692 -2.808 -0.31 -0.78 -0.67 -0.658
C 4.077 1.142 -1.715 1.32 1.78 0.89 0.239
O 3.192 0.761 -0.791 -0.94 -1.32 -1.58 -0.005
C 3.130 1.629 0.289 0.12 1.51 1.48 -0.266
C 4.562 2.259 0.351 -0.28 -0.69 0.53 -0.645
C 4.913 2.297 -1.114 -0.58 -0.65 -0.51 -0.030
H 2.872 1.000 1.144 0.09 0.33 0.14 0.176
H 2.316 2.421 0.169 1.00 -1.01 -0.11 0.237
H 5.256 1.612 0.921 -0.44 0.08 -0.41 0.224
H 4.576 3.210 0.848 -0.15 0.55 0.11 0.467
H 5.937 2.240 -1.407 0.85 -0.63 0.16 0.376
H 4.608 3.179 -1.638 -0.77 0.77 -0.04 -0.156
C 3.615 -2.383 2.317 -0.59 0.49 -0.33 -1.328
C 3.762 -2.239 0.803 0.31 -2.06 -0.49 0.305
O 4.994 -1.540 0.466 -0.76 0.50 2.03 -0.322
C 5.487 -1.806 -0.689 0.80 -1.37 -2.80 0.938
O 5.158 -2.722 -1.435 0.18 1.00 0.66 -0.637
O 6.471 -0.935 -0.992 -0.15 0.03 0.03 -0.355
C 6.831 -0.922 -2.393 0.96 0.21 0.86 -0.668
H 2.632 -2.835 2.585 0.65 0.18 -0.44 0.367
H 3.624 -1.394 2.784 0.14 -0.11 0.10 0.305
H 4.404 -3.001 2.731 0.13 -0.03 0.07 0.360
H 2.974 -1.660 0.337 -0.26 -0.02 0.04 -0.283
H 3.833 -3.265 0.292 -0.31 1.55 0.77 0.405
H 5.942 -0.837 -2.945 -1.01 0.06 -0.93 0.282
H 7.390 -1.802 -2.691 0.02 -0.22 0.18 0.308
H 7.448 -0.031 -2.543 -0.13 -0.18 0.19 0.239
C -3.405 0.039 4.119 -2.76 -0.02 -0.82 -0.738
C -3.234 -1.461 4.034 1.49 -0.89 -0.78 -0.273
O -3.986 -2.100 2.916 0.72 1.43 0.25 -0.467
C -3.378 -1.782 1.744 -0.40 -1.26 0.90 0.372
O -2.365 -1.182 1.629 0.86 0.83 -0.25 -0.272
O -3.943 -2.365 0.696 -1.20 -0.77 -0.43 0.045
C -5.185 -3.085 0.851 -0.90 0.92 1.42 -0.999
H -3.358 0.552 3.153 0.50 -0.50 -0.08 0.037
H -2.744 0.570 4.771 0.37 -0.12 0.71 0.269
H -4.476 0.194 4.383 0.67 0.30 0.43 0.325
H -3.515 -2.061 4.904 -0.20 0.51 -0.08 0.362
H -2.168 -1.666 3.809 -0.55 -0.09 0.29 0.219
H -5.120 -3.978 1.479 0.50 0.05 -0.28 0.448
H -5.549 -3.314 -0.127 0.12 -0.24 -0.70 0.288
H -5.958 -2.448 1.345 0.73 -0.22 -0.41 0.307
C -3.302 1.576 -2.463 1.01 -0.05 0.24 -1.604
C -3.741 0.707 -1.328 -0.11 -0.69 -1.28 0.185
O -4.795 -0.121 -1.791 -0.73 0.00 -0.25 -0.376
C -5.796 -0.262 -0.946 -0.15 -0.46 -2.26 0.953
O -5.866 0.029 0.196 0.09 0.58 2.23 -0.602
O -6.774 -0.784 -1.668 -1.11 -0.08 0.37 -0.396
C -7.980 -1.101 -0.956 0.56 -2.05 -1.25 -0.730
H -2.544 2.214 -2.006 0.24 0.22 -0.44 0.330
H -4.143 2.180 -2.700 -0.65 0.75 -0.63 0.522
H -2.892 1.088 -3.384 -0.39 0.12 1.04 0.199
H -4.109 1.230 -0.484 -0.08 0.77 0.74 0.710
H -3.042 -0.004 -1.034 1.90 -0.67 0.87 -0.158
H -7.817 -2.032 -0.403 -0.03 0.22 0.18 0.277
H -8.612 -1.357 -1.790 -0.70 0.03 0.02 0.298
H -8.428 -0.383 -0.323 0.08 1.17 0.45 0.317
```
Forces are in eV/Å.

Molecular formula: C4H4FN
Method: DFT, ωB97M-V/def2-TZVPD

Calculated values
LUMO energy	0.0380	eV
orbital gap	10.287	eV
energy above the lowest of the compared OMol25 structures with the same formula, charge and spin	75.59	kcal/mol
F_max	5.5	eV/Å
HOMO	-10.249	eV

Geometry as XYZ:
```
10
Properties=species:S:1:pos:R:3:forces:R:3:mulliken_charge:R:1
C 1.022 -0.082 -2.221 -3.68 -0.10 -4.08 0.419
C 0.051 1.641 -0.078 -2.33 2.25 -1.65 -0.543
C 0.962 0.888 0.381 2.70 -3.67 -2.41 0.375
C 1.913 -0.291 -1.177 0.38 1.63 3.91 -0.611
N 0.240 0.034 -3.105 2.51 -0.14 2.82 -0.446
F 1.322 0.625 1.599 0.51 -0.10 0.44 -0.210
H -0.524 2.330 0.574 0.33 -0.58 -0.56 0.285
H -0.120 1.605 -1.192 -0.02 0.34 1.48 0.154
H 1.943 -1.373 -0.795 0.42 1.95 -0.60 0.297
H 2.824 0.369 -1.360 -0.83 -1.58 0.65 0.280
```
Forces are in eV/Å.

Molecular formula: C53H59N5O6SSn
Method: DFT, ωB97M-V/def2-TZVPD

Calculated values
LUMO energy	3.9776	eV
orbital gap	5.695	eV
energy above the lowest of the compared OMol25 structures with the same formula, charge and spin	0.00	kcal/mol
charge	-2
F_max	1.1	eV/Å
HOMO	-1.717	eV

Geometry as XYZ:
```
125
Properties=species:S:1:pos:R:3:forces:R:3:mulliken_charge:R:1
Sn 0.167 -0.278 1.055 -0.27 -0.02 -0.19 1.590
C 2.355 -2.544 -1.499 0.02 -0.01 0.02 -1.623
C 1.757 -3.118 -0.214 -0.01 0.06 0.06 3.515
C 2.696 -4.130 0.444 -0.01 0.05 -0.02 -1.815
C 0.390 -3.724 -0.443 0.11 -0.02 -0.01 0.198
C 0.212 -4.615 -1.495 -0.03 -0.05 -0.01 -0.290
C -1.019 -5.188 -1.753 0.05 0.02 -0.03 -1.595
C -2.101 -4.841 -0.964 -0.03 -0.03 0.02 -0.335
C -1.966 -3.949 0.089 -0.02 0.01 0.02 0.476
C -3.205 -3.537 0.857 0.00 0.06 0.09 1.117
C -4.229 -2.883 -0.072 0.02 -0.01 0.00 -1.440
C -3.811 -4.714 1.622 0.02 0.03 -0.03 -1.798
C -0.700 -3.411 0.373 -0.09 -0.05 -0.12 0.373
N -0.565 -2.475 1.425 0.11 0.34 -0.03 1.000
C -0.726 -2.914 2.672 0.07 0.02 0.13 -0.106
O -0.816 -4.075 3.083 -0.08 -0.04 0.00 -0.808
C -0.884 -1.787 3.680 0.03 -0.09 0.02 -0.145
C -1.087 -2.016 5.032 0.04 -0.01 -0.05 -0.966
C -1.340 -0.922 5.846 -0.02 -0.03 0.02 -0.576
C -1.436 0.347 5.294 0.00 0.02 -0.09 -0.510
C -1.226 0.488 3.931 -0.01 0.01 0.08 -0.447
N -0.920 -0.562 3.176 0.08 0.07 -0.07 0.939
C -1.472 1.800 3.207 -0.02 -0.07 -0.10 -0.112
O -1.893 2.760 3.870 -0.06 0.11 0.13 -0.872
N -1.270 1.701 1.905 0.12 -0.12 -0.12 0.813
C -1.655 2.783 1.093 -0.04 -0.01 0.17 -0.014
C -0.750 3.803 0.768 0.12 0.01 -0.01 0.658
C -1.175 4.850 -0.041 -0.02 -0.01 -0.07 -0.787
C -2.465 4.889 -0.547 0.01 0.02 -0.09 -1.018
C -3.343 3.861 -0.245 -0.04 -0.05 -0.02 0.003
C -2.958 2.807 0.573 -0.07 0.00 -0.03 0.375
C -3.959 1.729 0.939 0.03 -0.08 0.08 1.212
C -4.485 0.988 -0.289 -0.01 0.05 0.02 -1.044
C -5.100 2.317 1.771 0.02 -0.01 -0.02 -1.745
C 0.659 3.790 1.322 0.11 -0.03 0.02 1.907
C 1.701 4.259 0.304 0.04 -0.13 0.04 -1.668
C 0.733 4.632 2.598 -0.04 -0.10 0.06 -1.749
H 3.194 -1.888 -1.264 -0.04 -0.08 -0.07 0.131
H 1.605 -1.974 -2.048 -0.05 0.06 -0.04 0.134
H 2.725 -3.337 -2.153 -0.01 -0.07 -0.06 0.504
H 1.662 -2.294 0.499 0.06 -0.17 -0.10 -2.054
H 2.798 -5.021 -0.181 0.01 -0.03 -0.03 0.394
H 2.312 -4.438 1.417 -0.03 -0.03 0.05 0.348
H 3.684 -3.691 0.587 0.03 0.02 0.01 0.344
H 1.054 -4.852 -2.132 0.06 -0.01 -0.03 0.376
H -1.144 -5.873 -2.584 0.01 -0.02 -0.01 0.316
H -3.078 -5.257 -1.184 -0.03 -0.01 -0.01 0.277
H -2.916 -2.780 1.587 0.00 -0.02 -0.02 -0.433
H -4.601 -3.590 -0.815 -0.02 -0.03 -0.03 0.305
H -3.781 -2.044 -0.603 0.03 0.03 -0.04 0.250
H -5.084 -2.516 0.502 -0.04 0.02 0.02 0.470
H -4.090 -5.519 0.938 -0.02 -0.03 -0.03 0.307
H -4.710 -4.401 2.158 -0.04 0.01 0.03 0.459
H -3.090 -5.102 2.339 0.04 -0.04 0.03 0.375
H -1.046 -3.031 5.399 -0.01 0.00 -0.01 0.547
H -1.494 -1.063 6.910 0.01 0.00 0.00 0.402
H -1.693 1.227 5.866 0.01 0.00 0.01 0.537
H -0.483 5.644 -0.291 0.05 0.05 0.01 0.260
H -2.779 5.712 -1.179 0.00 0.01 0.00 0.390
H -4.352 3.885 -0.642 -0.02 0.00 -0.01 0.339
H -3.434 1.001 1.561 -0.04 0.05 -0.06 -0.811
H -4.938 1.677 -1.006 -0.02 0.01 -0.02 0.310
H -5.245 0.261 0.004 -0.01 -0.04 0.00 0.391
H -3.679 0.450 -0.788 0.07 0.00 -0.06 0.040
H -5.675 3.042 1.190 -0.02 0.03 -0.02 0.324
H -4.706 2.821 2.653 0.02 0.03 0.05 0.389
H -5.782 1.528 2.094 -0.03 -0.03 0.02 0.451
H 0.891 2.754 1.599 -0.03 0.10 -0.07 -0.463
H 1.670 5.344 0.179 0.01 0.07 -0.01 0.513
H 1.544 3.811 -0.677 0.15 0.10 0.27 0.108
H 2.703 3.993 0.643 0.05 0.03 0.07 0.415
H 0.495 5.674 2.371 -0.01 0.05 -0.01 0.325
H 1.738 4.596 3.023 0.04 -0.01 0.01 0.438
H 0.020 4.271 3.339 -0.03 0.02 0.03 0.354
C -0.931 -0.455 -7.364 -0.01 -0.01 -0.02 -1.564
C -0.250 0.665 -6.635 0.00 0.03 0.01 1.065
C 0.927 0.435 -5.933 0.00 -0.01 0.02 -0.634
C 1.489 1.424 -5.144 -0.05 0.01 0.02 -0.389
C 0.859 2.655 -5.048 0.00 0.06 0.12 -0.154
C -0.284 2.927 -5.786 0.00 -0.01 -0.01 -0.487
C -0.824 1.934 -6.584 0.01 0.00 0.00 -0.600
S 1.352 3.766 -3.762 -0.05 -0.01 0.03 1.224
O 0.939 5.103 -4.105 0.00 -0.04 0.01 -0.797
O 2.733 3.481 -3.492 -0.01 -0.04 0.02 -0.675
N 0.465 3.341 -2.466 -0.04 -0.08 -0.52 -0.101
C 0.307 1.940 -2.057 -0.01 -0.07 0.01 1.295
C -0.923 1.268 -2.657 -0.11 -0.01 -0.10 0.304
C -1.039 -0.212 -2.264 0.49 0.30 -0.45 -0.478
O -1.183 -1.040 -3.160 -0.19 -0.15 -0.11 -0.893
O -0.912 -0.446 -1.024 -0.29 -0.32 0.96 -0.024
H -0.220 -1.223 -7.664 0.01 -0.01 -0.02 0.382
H -1.457 -0.096 -8.250 -0.02 0.00 -0.01 0.390
H -1.659 -0.922 -6.697 -0.02 -0.03 0.00 0.274
H 1.379 -0.548 -5.960 0.02 -0.02 0.00 0.326
H 2.377 1.234 -4.561 0.07 -0.02 0.04 0.547
H -0.754 3.896 -5.695 -0.04 0.04 -0.01 0.465
H -1.733 2.129 -7.140 -0.02 0.01 -0.02 0.345
H -0.347 3.927 -2.340 -0.17 0.10 -0.01 0.237
H 0.249 1.919 -0.966 0.03 0.00 -0.08 -0.851
H 1.223 1.416 -2.336 0.05 -0.08 0.03 -0.191
H -0.907 1.301 -3.743 0.00 0.11 -0.02 -0.626
H -1.819 1.791 -2.311 -0.05 0.07 0.08 0.221
C 5.224 0.040 -1.515 0.03 0.00 -0.06 -0.879
C 5.585 -0.916 -0.570 0.07 0.01 -0.01 -0.916
C 4.835 -1.110 0.573 0.16 0.00 0.06 -0.015
C 3.678 -0.342 0.833 -0.12 0.01 -0.08 -0.203
C 3.347 0.636 -0.125 -0.04 0.08 0.00 -0.409
C 4.094 0.814 -1.276 0.02 0.03 -0.04 -0.372
N 2.836 -0.583 1.882 -0.03 -0.01 0.23 0.689
C 3.367 -0.954 3.079 0.08 0.00 0.01 -0.843
C 4.598 -0.462 3.572 0.08 0.09 0.03 -0.484
C 5.054 -0.792 4.833 0.06 0.02 0.03 -0.427
C 4.324 -1.628 5.671 -0.02 -0.05 0.07 -0.669
C 3.118 -2.135 5.198 0.04 -0.02 0.07 -0.551
C 2.658 -1.816 3.937 -0.11 -0.04 -0.02 -0.241
H 5.811 0.181 -2.414 0.00 0.01 0.00 0.377
H 6.461 -1.534 -0.740 0.00 -0.01 0.01 0.295
H 5.118 -1.879 1.284 0.00 0.04 -0.03 0.594
H 2.485 1.263 0.067 0.02 0.06 -0.03 0.252
H 3.801 1.579 -1.985 -0.01 0.06 -0.02 0.692
H 5.179 0.205 2.947 -0.01 -0.01 0.01 0.349
H 5.998 -0.379 5.175 0.02 0.01 0.01 0.343
H 4.687 -1.881 6.660 0.00 0.00 0.01 0.344
H 2.533 -2.807 5.816 -0.03 -0.03 0.03 0.416
H 1.744 -2.255 3.563 -0.11 -0.03 0.00 0.572
```
Forces are in eV/Å.

Molecular formula: C6H10O2
Method: DFT, ωB97M-V/def2-TZVPD

Calculated values
LUMO energy	-3.7098	eV
orbital gap	3.565	eV
energy above the lowest of the compared OMol25 structures with the same formula, charge and spin	156.28	kcal/mol
F_max	3.6	eV/Å
HOMO	-7.275	eV

Geometry as XYZ:
```
18
Properties=species:S:1:pos:R:3:forces:R:3:mulliken_charge:R:1
O 2.308 1.051 -2.111 -0.58 0.93 1.40 -0.717
C 1.872 0.185 -1.263 0.26 -1.13 -3.46 0.105
O 1.624 -1.070 -2.109 0.28 -0.40 1.13 -0.548
C 0.341 0.356 -0.739 -0.38 0.46 -0.47 -0.515
C 0.038 -0.622 0.369 0.52 1.34 0.28 -0.721
C -1.119 -0.025 1.256 0.52 -0.82 -1.48 0.493
C -2.338 -0.330 0.655 0.65 0.87 1.05 -0.467
C -0.847 0.787 2.308 -0.63 -1.44 -0.32 -0.793
H 2.582 -0.075 -0.456 -0.40 -0.10 0.28 0.248
H -0.243 0.207 -1.650 0.21 -0.36 0.07 0.224
H 0.140 1.393 -0.510 0.33 0.32 0.70 0.502
H 0.941 -0.704 0.995 -0.45 -0.08 0.21 0.374
H -0.166 -1.615 -0.004 -0.22 -0.21 -0.15 0.326
H -2.334 -0.363 -0.427 -0.33 -0.58 0.03 0.288
H -3.221 -0.447 1.277 -0.21 0.05 -0.42 0.310
H -1.706 1.209 2.815 0.59 0.54 0.24 0.309
H 0.203 0.815 2.565 -0.19 0.62 0.58 0.308
H 1.924 -0.751 -2.973 0.03 0.00 0.31 0.274
```
Forces are in eV/Å.

> Which of these has the lowest F_max?

C53H59N5O6SSn